Entry from OMol25: a structure of composition C28H50AsF6N2O10S5 at a distorted geometry (wB97M-V/def2-TZVPD).

CARTESIAN COORDINATES (ANGSTROEM)
1 As -0.02 0.40 -0.30
2 F -0.27 1.96 -1.01
3 F -0.90 -0.38 -1.58
4 F 0.41 -1.17 0.32
5 F 0.84 1.24 0.97
6 F -1.44 0.41 0.65
7 F 1.46 0.36 -1.19
8 C -0.26 4.95 3.23
9 C -0.27 3.54 2.59
10 C 0.17 2.64 3.72
11 S -0.97 3.12 5.03
12 O -0.38 2.92 6.33
13 O -2.28 2.59 4.75
14 C -0.90 4.87 4.62
15 H -0.72 5.72 2.60
16 H 0.79 5.27 3.29
17 H 0.38 3.60 1.73
18 H -1.29 3.23 2.35
19 H 1.16 2.91 4.10
20 H 0.12 1.56 3.60
21 H -0.15 5.22 5.32
22 H -1.84 5.39 4.81
23 C -2.93 -3.41 2.82
24 C -2.14 -2.10 2.92
25 C -2.92 -1.13 3.82
26 S -4.62 -1.72 3.80
27 O -5.29 -1.44 2.56
28 O -5.22 -1.41 5.06
29 C -4.07 -3.43 3.83
30 H -2.28 -4.29 2.84
31 H -3.43 -3.48 1.85
32 H -2.05 -1.66 1.93
33 H -1.15 -2.20 3.36
34 H -2.83 -0.07 3.60
35 H -2.70 -1.39 4.86
36 H -4.86 -4.12 3.55
37 H -3.77 -3.60 4.86
38 C 4.80 2.08 2.26
39 C 4.13 0.82 2.85
40 C 4.38 -0.37 1.93
41 S 5.55 0.19 0.68
42 O 5.25 -0.37 -0.61
43 O 6.88 0.16 1.20
44 C 4.93 1.87 0.75
45 H 5.77 2.31 2.69
46 H 4.12 2.92 2.42
47 H 3.07 0.98 2.98
48 H 4.63 0.66 3.80
49 H 3.49 -0.61 1.33
50 H 4.61 -1.37 2.30
51 H 3.93 1.86 0.30
52 H 5.67 2.50 0.26
53 C -1.48 5.49 -1.68
54 C -1.24 4.34 -2.68
55 C -2.49 3.51 -2.67
56 S -3.77 4.73 -2.90
57 O -4.97 4.34 -2.21
58 O -3.78 5.15 -4.27
59 C -2.93 5.96 -1.84
60 H -0.80 6.32 -1.88
61 H -1.21 5.18 -0.67
62 H -0.35 3.74 -2.48
63 H -1.04 4.78 -3.66
64 H -2.63 3.01 -1.71
65 H -2.54 2.73 -3.43
66 H -3.51 5.92 -0.93
67 H -2.99 6.94 -2.32
68 C 3.87 -4.30 0.62
69 C 2.69 -3.90 -0.25
70 C 2.92 -4.15 -1.75
71 S 4.44 -5.16 -1.79
72 O 5.51 -4.25 -2.04
73 O 4.30 -6.36 -2.58
74 C 4.49 -5.53 -0.04
75 H 3.61 -4.61 1.63
76 H 4.62 -3.51 0.73
77 H 2.49 -2.83 -0.14
78 H 1.77 -4.32 0.14
79 H 3.13 -3.26 -2.34
80 H 2.15 -4.81 -2.15
81 H 5.53 -5.78 0.19
82 H 3.98 -6.47 0.17
83 N -1.58 -3.37 -2.28
84 C -1.19 -4.41 -3.07
85 C -2.25 -4.79 -3.85
86 C -3.32 -3.91 -3.53
87 C -2.88 -3.07 -2.55
88 H -0.97 -2.94 -1.60
89 H -0.19 -4.81 -2.97
90 H -2.23 -5.50 -4.66
91 H -4.37 -4.01 -3.76
92 H -3.47 -2.35 -2.01
93 N -1.26 -0.37 -4.63
94 C -0.63 0.67 -5.25
95 C -0.82 0.50 -6.60
96 C -1.51 -0.72 -6.78
97 C -1.75 -1.25 -5.55
98 H -1.19 -0.58 -3.65
99 H -0.21 1.50 -4.72
100 H -0.34 1.15 -7.31
101 H -1.84 -1.10 -7.74
102 H -2.35 -2.10 -5.29

## Properties
strongest force on any atom = 0.038 hartree/bohr
energy relative to the best compared isomer or geometry (same formula, charge and spin) = 0.0 kcal per mole
E_tot = -184626.2894 eV
net charge = -1
highest occupied orbital energy = -6.02 eV
gap between HOMO and LUMO = 7.86 eV
lowest unoccupied orbital energy = 1.85 eV

Entry from OMol25: a structure of composition C25H62BGeN6O2PrSe at a distorted geometry (wB97M-V/def2-TZVPD).

CARTESIAN COORDINATES (ANGSTROEM)
1 Pr -0.89 0.04 -0.46
2 C -2.40 3.30 -2.09
3 C -3.53 2.48 -1.49
4 N -3.17 1.50 -0.39
5 C -4.15 0.40 -0.10
6 C -4.15 -0.76 -1.05
7 N -2.82 -1.51 -1.09
8 C -2.62 -2.25 -2.38
9 C -1.98 -1.43 -3.47
10 C -0.42 -1.41 -3.49
11 N 0.18 -0.30 -2.68
12 C 0.17 0.99 -3.35
13 C 0.55 2.24 -2.57
14 N -0.15 2.40 -1.21
15 C -1.16 3.54 -1.20
16 H -2.82 4.27 -2.44
17 H -2.03 2.77 -3.01
18 H -4.01 1.87 -2.24
19 H -4.24 3.21 -1.08
20 H -3.12 2.07 0.44
21 H -5.16 0.90 -0.07
22 H -3.94 0.02 0.94
23 H -4.36 -0.53 -2.09
24 H -4.95 -1.43 -0.74
25 H -2.81 -2.21 -0.36
26 H -3.62 -2.49 -2.81
27 H -2.00 -3.17 -2.10
28 H -2.32 -0.38 -3.46
29 H -2.30 -1.84 -4.46
30 H -0.13 -1.21 -4.56
31 H 0.01 -2.36 -3.18
32 H 1.28 -0.64 -2.67
33 H -0.85 1.15 -3.68
34 H 0.87 0.98 -4.23
35 H 0.33 3.10 -3.21
36 H 1.65 2.29 -2.42
37 H 0.63 2.64 -0.56
38 H -0.60 4.42 -1.56
39 H -1.43 3.77 -0.14
40 N 1.31 -1.16 0.35
41 C 1.15 -2.64 0.09
42 C 1.14 -3.48 1.40
43 C 0.40 -2.93 2.61
44 C -1.05 -2.73 2.35
45 N -1.39 -1.29 2.16
46 H 2.16 -0.83 -0.12
47 H 1.36 -1.04 1.38
48 H 1.98 -3.01 -0.54
49 H 0.24 -2.80 -0.48
50 H 2.21 -3.70 1.60
51 H 0.64 -4.42 1.17
52 H 0.90 -2.09 3.10
53 H 0.40 -3.76 3.32
54 H -1.61 -3.17 3.16
55 H -1.36 -3.21 1.42
56 H -0.92 -0.71 2.86
57 H -2.36 -1.16 2.36
58 C -2.93 3.83 6.72
59 Ge -2.24 3.93 4.92
60 C -3.56 4.74 3.69
61 C -0.69 5.07 5.09
62 C -1.86 2.09 4.38
63 Se -0.57 1.81 2.89
64 C 0.94 0.98 3.98
65 H -3.21 4.86 7.09
66 H -2.16 3.33 7.35
67 H -3.87 3.25 6.70
68 H -3.84 5.79 3.82
69 H -4.48 4.11 4.00
70 H -3.26 4.58 2.63
71 H -1.06 6.12 5.19
72 H -0.17 5.03 4.09
73 H 0.01 4.87 5.92
74 H -2.78 1.67 3.99
75 H -1.48 1.53 5.25
76 H 0.53 0.43 4.82
77 H 1.58 1.79 4.32
78 H 1.50 0.27 3.34
79 C 5.20 -2.56 -0.57
80 C 4.89 -1.91 -1.92
81 C 5.99 -0.97 -2.47
82 O 3.71 -1.01 -1.57
83 B 2.67 -1.23 -2.44
84 O 2.89 -2.32 -3.22
85 C 4.29 -2.88 -3.03
86 C 4.09 -4.29 -2.57
87 C 5.02 -2.75 -4.39
88 H 5.58 -1.79 0.12
89 H 5.96 -3.36 -0.64
90 H 4.34 -3.05 -0.05
91 H 6.12 -0.24 -1.67
92 H 5.67 -0.42 -3.38
93 H 6.95 -1.43 -2.67
94 H 3.52 -4.30 -1.62
95 H 5.02 -4.79 -2.36
96 H 3.48 -4.93 -3.20
97 H 4.83 -1.74 -4.77
98 H 4.59 -3.50 -5.03
99 H 6.06 -2.90 -4.22

## Properties
strongest force on any atom = 0.075 hartree/bohr
energy relative to the best compared isomer or geometry (same formula, charge and spin) = 35.7 kcal per mole
E_tot = -176560.9996 eV
net charge = +2
highest occupied orbital energy (alpha / beta) = -10.48 / -10.52 eV
gap between HOMO and LUMO (alpha / beta) = 5.00 / 5.54 eV
lowest unoccupied orbital energy (alpha / beta) = -5.49 / -4.98 eV
spin multiplicity = 3

> energy relative to the best compared isomer or geometry (same formula, charge and spin) of number 2 (C25H62BGeN6O2PrSe)?

35.7 kcal per mole